{"formula": "C20H27AsMnN4O5S2Si2", "method": "ωB97M-V/def2-TZVPD", "symbols": ["Mn", "O", "N", "N", "O", "C", "C", "C", "C", "C", "C", "H", "H", "H", "H", "H", "O", "C", "N", "S", "O", "O", "C", "C", "C", "C", "C", "C", "H", "H", "H", "H", "S", "C", "N", "C", "Si", "C", "C", "As", "Si", "C", "C", "C", "H", "H", "H", "H", "H", "H", "H", "H", "H", "H", "H", "H", "H", "H", "H", "H", "H", "H"], "coordinates": [[0.589, -0.483, -0.396], [0.193, 1.352, 0.345], [-0.735, 1.453, 1.229], [-1.349, 0.369, 1.436], [-1.066, -0.731, 0.785], [-2.345, 0.307, 2.461], [-2.894, 1.467, 2.989], [-3.849, 1.358, 3.984], [-4.250, 0.111, 4.445], [-3.685, -1.036, 3.907], [-2.726, -0.946, 2.908], [-2.569, 2.430, 2.624], [-4.285, 2.257, 4.403], [-4.999, 0.034, 5.223], [-3.983, -2.011, 4.268], [-2.252, -1.820, 2.487], [3.977, -0.928, 0.097], [3.316, -1.174, 1.088], [1.955, -1.118, 1.177], [1.397, -1.491, 2.662], [0.640, -2.713, 2.673], [0.787, -0.342, 3.286], [2.993, -1.786, 3.376], [3.328, -2.162, 4.662], [4.678, -2.331, 4.943], [5.645, -2.128, 3.959], [5.283, -1.752, 2.672], [3.938, -1.585, 2.396], [2.569, -2.318, 5.416], [4.985, -2.626, 5.938], [6.690, -2.267, 4.205], [6.015, -1.589, 1.892], [-0.213, -4.346, -3.033], [0.064, -3.024, -2.153], [0.272, -2.052, -1.532], [3.401, 2.407, 0.187], [2.481, 2.625, -1.426], [1.118, 3.899, -1.200], [3.684, 3.317, -2.704], [1.922, 0.487, -2.274], [0.051, 1.048, -3.595], [-1.477, 1.520, -2.610], [-0.379, -0.413, -4.683], [0.520, 2.476, -4.732], [3.824, 3.361, 0.514], [4.210, 1.685, 0.063], [2.734, 2.038, 0.968], [1.559, 4.834, -0.840], [0.390, 3.556, -0.464], [0.598, 4.117, -2.134], [4.058, 4.293, -2.378], [3.208, 3.445, -3.679], [4.538, 2.649, -2.830], [-1.772, 0.708, -1.939], [-2.314, 1.707, -3.289], [-1.312, 2.412, -2.004], [-0.792, -1.232, -4.094], [0.499, -0.795, -5.206], [-1.123, -0.120, -5.430], [0.739, 3.389, -4.177], [-0.299, 2.689, -5.425], [1.403, 2.222, -5.323]], "mulliken_charge": [0.745, 0.076, -1.002, 1.434, -0.797, 0.258, -0.423, -0.524, -0.415, -0.707, -0.176, 0.429, 0.360, 0.374, 0.365, 0.398, -0.661, 0.409, 0.139, 1.162, -0.675, -0.654, 0.290, -0.630, -0.505, -0.490, -0.576, -0.129, 0.444, 0.376, 0.375, 0.506, -0.450, 0.543, -0.853, -1.044, 0.651, -0.938, -1.106, -0.151, 0.552, -1.022, -1.031, -1.107, 0.425, 0.236, 0.174, 0.404, 0.130, 0.243, 0.338, 0.281, 0.307, 0.164, 0.464, 0.227, 0.223, 0.296, 0.334, 0.281, 0.367, 0.285], "gap_ev": [6.89, 8.06], "homo_energy_ev": [-5.440, -5.502], "multiplicity": 5, "charge": -1, "lumo_ev": [1.4, 2.6]}

{"formula": "C2H16NO4", "method": "ωB97M-V/def2-TZVPD", "symbols": ["C", "C", "N", "H", "H", "H", "H", "H", "H", "H", "H", "H", "H", "O", "H", "H", "O", "H", "H", "O", "H", "H", "O"], "coordinates": [[0.479, 1.790, 0.409], [-0.557, 1.002, 1.174], [-0.674, -0.378, 0.799], [0.406, 2.826, 0.745], [0.386, 1.807, -0.680], [1.500, 1.406, 0.590], [-1.532, 1.520, 1.051], [-0.401, 1.009, 2.257], [-0.245, -0.572, -0.116], [-0.157, -0.969, 1.460], [-2.030, -1.334, -2.447], [2.989, 0.089, -1.484], [1.517, -1.048, -1.037], [2.328, -0.031, -0.775], [-2.280, -0.647, -2.394], [0.979, -2.475, -1.482], [0.702, -1.556, -1.469], [-4.165, -0.698, -1.134], [-4.367, -0.407, 0.323], [-3.721, -0.351, -0.363], [2.715, -0.247, 0.779], [3.453, -0.606, 2.043], [2.674, -0.129, 1.752]], "mulliken_charge": [-0.849, -0.276, -0.069, 0.379, 0.369, 0.216, 0.300, 0.403, 0.219, 0.401, 0.054, 0.255, 0.363, -0.574, -0.065, 0.330, -0.627, 0.323, 0.293, -0.575, 0.396, 0.350, -0.617], "gap_ev": 4.25, "homo_energy_ev": -14.559, "multiplicity": 1, "charge": 1, "de_lowest_kj_mol": 963.4, "lumo_ev": -10.3}

{"formula": "AlHO", "method": "ωB97M-V/def2-TZVPD", "symbols": ["Al", "O", "H"], "coordinates": [[0.113, 0.743, 2.122], [0.095, -0.293, -0.603], [-0.208, -0.450, -1.519]], "mulliken_charge": [0.977, -0.329, 0.352], "gap_ev": [11.37, 9.58], "homo_energy_ev": [-17.119, -16.743], "multiplicity": 2, "charge": 1, "de_lowest_kj_mol": 5.7, "lumo_ev": [-5.7, -7.2]}

{"formula": "C31H57ClFN3O3Si", "method": "ωB97M-V/def2-TZVPD", "symbols": ["C", "C", "C", "C", "N", "C", "C", "C", "C", "C", "C", "C", "C", "N", "C", "C", "F", "C", "Cl", "O", "C", "C", "C", "N", "C", "C", "O", "Si", "C", "C", "C", "C", "C", "C", "C", "C", "H", "H", "H", "H", "H", "H", "H", "H", "H", "H", "H", "H", "H", "H", "H", "H", "H", "H", "H", "H", "H", "H", "H", "H", "H", "H", "H", "H", "H", "H", "H", "H", "H", "H", "H", "H", "H", "H", "H", "H", "H", "H", "H", "H", "H", "H", "H", "H", "H", "H", "H", "C", "C", "O", "C", "H", "H", "H", "H", "H", "H"], "coordinates": [[1.407, 4.247, 2.109], [2.480, 4.687, 0.927], [3.374, 3.402, 0.412], [2.422, 2.194, -0.234], [3.334, 1.278, -0.991], [2.868, -0.110, -1.224], [3.074, -1.191, -0.013], [3.245, -0.591, 1.489], [4.528, 0.219, 2.110], [4.526, 0.720, 3.706], [3.250, 0.463, 4.726], [1.966, -0.368, 4.117], [1.989, -0.871, 2.558], [3.611, -0.735, -2.426], [4.969, -0.170, -2.659], [6.088, -0.506, -1.468], [5.515, -0.896, -3.871], [1.262, -0.266, -1.690], [1.109, 0.941, -3.133], [0.317, -0.113, -0.630], [-1.055, -0.526, -0.818], [-1.598, -0.715, 0.758], [-2.861, 0.245, 1.150], [-2.896, 1.165, 2.188], [-1.948, 0.616, -1.644], [-1.544, 2.162, -1.305], [-1.436, 2.914, -2.583], [-1.616, 4.644, -2.337], [-1.480, 5.230, -0.507], [-0.206, 5.505, -3.399], [-3.297, 5.142, -3.200], [-1.328, -1.953, -1.568], [-0.457, -3.227, -0.917], [-2.868, -2.343, -1.916], [-3.822, -2.859, -0.706], [-3.538, -4.437, -0.230], [1.766, 4.610, 3.180], [0.336, 4.749, 1.954], [1.246, 3.086, 2.196], [1.975, 5.245, 0.017], [3.246, 5.431, 1.451], [4.195, 3.758, -0.353], [3.948, 2.990, 1.357], [1.699, 2.718, -0.993], [1.796, 1.656, 0.621], [4.241, 1.305, -0.433], [3.994, -1.930, -0.194], [2.123, -1.912, 0.001], [5.461, 0.425, 1.430], [5.454, 1.293, 4.184], [3.202, 0.820, 5.842], [0.999, -0.644, 4.756], [1.073, -1.483, 2.162], [3.625, -1.782, -2.337], [5.000, 0.976, -2.992], [5.977, -1.592, -1.027], [6.178, 0.339, -0.664], [7.134, -0.511, -2.044], [1.259, -1.333, -2.228], [-0.735, -0.442, 1.538], [-1.900, -1.816, 1.007], [-3.843, 0.186, 0.489], [-1.982, 1.100, 2.688], [-3.107, 0.418, -1.602], [-1.655, 0.440, -2.789], [-2.484, 2.640, -0.745], [-0.637, 2.309, -0.584], [-0.980, 4.459, 0.221], [-0.857, 6.244, -0.434], [-2.573, 5.503, -0.151], [-0.256, 5.090, -4.514], [-0.440, 6.665, -3.455], [0.871, 5.285, -2.980], [-4.113, 4.313, -2.997], [-3.069, 5.082, -4.367], [-3.649, 6.228, -2.942], [-0.820, -1.828, -2.646], [0.698, -3.129, -1.112], [-0.806, -4.170, -1.560], [-0.751, -3.469, 0.187], [-3.478, -1.522, -2.517], [-2.798, -3.258, -2.683], [-4.929, -2.903, -1.156], [-3.904, -2.167, 0.232], [-2.927, -4.955, -1.106], [-4.588, -4.944, -0.047], [-2.875, -4.467, 0.737], [-3.828, -7.475, 2.262], [-4.945, -6.543, 2.648], [-5.493, -5.824, 1.813], [-5.365, -6.523, 4.093], [-3.632, -7.383, 1.189], [-2.919, -7.212, 2.808], [-4.115, -8.508, 2.478], [-4.525, -6.217, 4.720], [-5.721, -7.513, 4.390], [-6.181, -5.804, 4.224]], "mulliken_charge": [-0.652, -0.345, -0.679, 0.780, -0.063, 0.165, 0.295, 0.054, -0.402, -0.470, -0.442, -0.466, -0.197, -0.160, 0.277, -0.736, -0.402, -0.963, -0.145, 0.123, 1.313, -0.210, -0.065, -0.787, -1.572, 0.112, -0.445, 0.561, -0.524, -0.927, -0.987, -0.190, -0.836, -0.865, -0.322, -0.651, 0.326, 0.165, 0.049, 0.160, 0.368, 0.281, 0.203, -0.148, -0.339, 0.108, 0.324, -0.127, 0.177, 0.272, 0.302, 0.289, 0.187, 0.402, 0.205, 0.159, 0.127, 0.375, 0.404, -0.152, 0.088, 0.274, 0.277, 0.318, 0.477, 0.465, -0.145, -0.105, 0.334, 0.309, 0.253, 0.274, 0.218, 0.252, 0.223, 0.302, 0.491, 0.235, 0.371, 0.063, 0.282, 0.424, 0.428, 0.039, 0.160, 0.268, 0.131, -1.098, 0.869, -0.545, -1.117, 0.234, 0.306, 0.399, 0.320, 0.332, 0.300], "gap_ev": 8.54, "homo_energy_ev": -8.578, "multiplicity": 1, "charge": 0, "lumo_ev": 0.0}

Largest force on an atom values, unit hartree/bohr, following the record order: 0.0084, 0.0691, 0.0071, 0.1185.
Electronic energy values, unit eV, following the record order: -166964.64890, -11998.60121, -8650.54246, -66785.25143.